Entry 1:
# CHF2NO2

2 unconnected molecules or ions with the total composition CHF2NO2 (ωB97M-V/def2-TZVPD, the Open Molecules 2025 dataset).

Geometry as XYZ:
```
7
Properties=species:S:1:pos:R:3:forces:R:3
F -1.36205 0.32234 1.18329 0.275 0.202 -2.378
F -0.82918 1.52508 -0.68396 -0.943 -3.350 1.085
O 1.29732 -1.24141 0.89712 0.963 0.760 -0.941
O 1.87336 0.17981 -0.73931 0.215 -1.084 1.206
N 1.17417 -0.37151 0.07235 -3.203 1.011 -0.467
C -0.98401 0.27181 -0.11795 3.343 1.471 1.971
H -1.16961 -0.68612 -0.61155 -0.650 0.990 -0.476
```
Positions in Å, forces in eV/Å.

Results
E_tot   -12067.7594 eV
E_LUMO (spin up / spin down)   -0.85 / -0.35 eV
Energy above the lowest of the compared OMol25 structures with the same formula, charge and spin   61.6 kcal per mole
Frontier orbital gap (spin up / spin down)   0.3099 / 0.3397 hartree



Entry 2:
# C7H18MgO6S3

A molecular structure, C7H18MgO6S3 (ωB97M-V/def2-TZVPD, the Open Molecules 2025 dataset).

Geometry as XYZ:
```
35
Properties=species:S:1:pos:R:3:forces:R:3
S 0.79997 -5.30287 -2.87096 -0.680 2.045 0.897
S 4.57867 2.82130 1.31878 -0.045 -1.768 -1.141
S -3.13428 0.00125 3.54010 0.922 -0.146 0.444
Mg 0.26224 0.16250 -1.25629 -0.760 0.873 -0.526
O 3.65797 2.05644 0.35529 0.955 1.372 1.476
O -2.25145 1.25936 -2.41004 -7.868 -4.223 -1.473
O -2.03259 -0.03262 2.48397 -1.853 0.646 1.092
O 0.80095 -3.84222 -2.38371 0.356 -1.957 -0.948
O -0.67715 2.14581 -3.28541 2.628 2.632 -5.086
O -1.27089 2.69878 -1.58568 0.921 6.575 4.739
C 1.40057 -5.36192 -4.60434 -0.084 1.305 -0.932
C -0.96918 -5.66723 -3.09815 -0.287 -0.667 -0.449
C -3.40865 1.74535 4.17621 0.415 -0.134 -1.297
C -4.75472 -0.18819 2.78049 0.354 1.365 -1.407
C 4.99422 4.38808 0.49989 -1.791 0.733 0.029
C 3.64484 3.32169 2.76564 -1.469 1.276 0.813
C -1.79435 2.36163 -2.66346 5.096 -5.875 2.399
H 0.65077 -5.39211 -5.39490 -0.444 -0.758 0.336
H 5.36258 5.16939 1.16469 0.871 -0.497 0.032
H -4.23704 1.91815 4.86325 0.214 -0.734 0.329
H -1.55631 -5.74054 -2.18272 0.793 0.112 0.501
H 5.51040 4.18827 -0.43912 0.604 -0.184 0.566
H 4.07702 4.86368 0.15256 -0.534 -0.327 -0.015
H -4.87148 0.66975 2.11836 -0.015 0.379 -0.004
H 2.68621 3.77766 2.51821 -0.034 0.105 -0.642
H -4.73061 -0.98414 2.03620 -0.198 -0.619 0.786
H 2.24662 -6.00895 -4.83596 -0.372 -0.501 0.573
H 3.32882 2.57017 3.48914 0.591 -0.936 -0.670
H -3.64539 2.38608 3.32679 0.241 -0.063 -0.290
H -1.53694 -4.94777 -3.68816 0.597 0.165 -0.387
H -2.43595 2.04610 4.56544 -0.212 -0.012 0.233
H 4.09967 4.05555 3.43099 0.784 0.164 -0.487
H 1.78825 -4.37209 -4.84524 0.196 0.361 0.721
H -5.56896 -0.10478 3.50032 0.190 -0.696 0.066
H -1.01375 -6.66163 -3.54232 -0.079 -0.010 -0.281
```
Positions in Å, forces in eV/Å.

Results
E_tot   -57773.4480 eV
E_LUMO   -2.02 eV
Energy above the lowest of the compared OMol25 structures with the same formula, charge and spin   284.8 kcal per mole
Frontier orbital gap   0.1681 hartree



Entry 3:
# C24H54F2N4O4S2

4 unconnected molecules or ions with the total composition C24H54F2N4O4S2 (ωB97M-V/def2-TZVPD, the Open Molecules 2025 dataset).

Geometry as XYZ:
```
90
Properties=species:S:1:pos:R:3:forces:R:3
S -13.59748 19.76969 13.75262 -2.124 3.066 -0.955
S -13.11917 17.74808 12.16976 1.027 -6.039 -4.743
F -15.10338 20.00616 14.22335 -0.198 -0.572 -0.270
F -13.34983 17.73600 10.50546 0.519 -0.204 0.635
O -13.03480 19.06657 14.84188 0.515 -0.875 -0.544
O -13.54375 16.36394 12.40914 -0.433 2.431 0.880
O -11.74553 17.97951 12.36265 1.530 0.695 0.669
O -13.23105 21.18289 13.57613 0.286 -2.289 -0.821
N -16.21763 12.30780 14.18726 -0.400 -0.090 -0.624
N -11.45522 24.06249 11.44563 1.531 0.247 -0.871
N -13.99951 18.97036 12.22150 -1.314 4.139 4.977
N -17.09080 20.91142 9.59427 -0.040 1.198 0.866
C -10.06183 23.37692 11.31113 0.242 -0.582 -1.189
C -11.58160 21.77132 10.59213 -1.368 -0.762 1.001
C -17.96796 22.14598 9.74085 -0.086 -0.557 -0.351
C -18.85991 9.90463 15.88454 0.090 -0.077 -1.250
C -15.40921 14.61241 14.31028 1.232 -1.756 1.322
C -11.54471 25.31916 10.55214 0.557 1.179 -0.143
C -15.64264 21.45281 9.58608 -0.769 -1.902 -0.360
C -16.17372 12.93285 12.76510 -2.201 -2.304 0.630
C -17.83095 11.05032 15.77984 -0.545 0.616 0.440
C -17.58073 20.37932 8.27432 0.767 -0.967 -1.458
C -11.56482 24.44068 12.92330 -1.223 -1.107 -1.814
C -17.54623 20.47562 12.17508 -0.069 -0.210 0.462
C -10.48372 27.71086 10.19314 -1.794 0.000 -0.094
C -17.32117 19.88363 10.77517 0.558 0.824 -0.775
C -10.29121 26.21680 10.52503 1.429 -0.140 0.034
C -14.99645 11.47030 14.47426 0.151 0.167 -0.367
C -18.70662 21.24181 7.67724 1.015 -0.329 -0.126
C -10.28523 21.84499 11.40538 -0.195 2.680 -0.487
C -16.30310 13.57835 15.02425 -1.167 0.210 -0.413
C -15.69450 14.30722 12.84570 1.921 1.546 -0.612
C -17.49713 11.39518 14.31777 0.318 1.272 0.853
C -12.50402 22.96835 11.00113 1.300 0.256 0.396
C -18.31258 22.56468 8.29882 -1.463 0.705 1.126
C -18.05091 19.31784 13.07163 0.715 -0.501 -0.936
H -9.66507 25.79965 9.73634 0.143 0.009 -0.075
H -13.21882 22.77009 11.79978 0.651 -0.194 0.486
H -19.03162 9.45282 16.86152 0.427 0.229 -0.054
H -15.48655 15.64186 14.66007 -0.466 -0.176 -0.251
H -15.04288 10.58711 13.83715 -0.313 -0.188 0.376
H -17.76670 19.31080 8.38280 -0.021 0.142 -0.147
H -18.84407 21.66645 10.17740 -0.376 0.983 0.250
H -12.41098 25.92106 10.82671 -0.199 -0.410 0.319
H -13.12778 23.43409 10.23817 0.506 -0.171 -0.466
H -9.30794 23.76791 11.99441 -0.484 0.315 0.137
H -19.84101 10.12212 15.46237 -0.104 0.721 0.268
H -18.24244 12.07118 13.89867 -0.323 -0.340 0.122
H -16.80858 20.54039 7.52202 0.581 -0.482 0.465
H -17.32662 13.92416 14.87958 -0.334 -0.322 0.517
H -18.20811 19.60327 14.11179 -0.024 -0.117 -0.237
H -11.07426 25.39727 13.10329 -0.140 -0.272 0.125
H -16.08112 13.33444 16.06316 -0.035 0.274 -0.122
H -16.40514 15.05840 12.50101 -0.313 -0.343 -0.070
H -19.69686 20.80683 7.81255 -0.075 0.607 0.431
H -11.54865 25.18727 9.47016 -1.114 -1.500 0.177
H -18.53252 21.36834 6.60870 -0.195 -0.555 -0.061
H -18.20131 11.96967 16.23342 -0.381 0.023 0.053
H -10.91547 28.25623 11.03235 0.747 0.208 0.314
H -16.96256 10.85892 16.41021 0.271 -0.517 -0.398
H -11.14148 23.56371 13.41300 -0.124 0.480 0.566
H -17.56130 23.10192 7.71998 0.457 -0.371 0.253
H -15.05321 20.67582 9.09929 0.185 0.214 -0.144
H -11.28883 27.88856 9.48018 -0.489 -0.762 -0.338
H -14.95357 11.24761 15.54040 -0.150 -0.198 -0.227
H -18.13469 19.21605 10.49124 -0.360 0.493 -0.183
H -17.32674 18.50879 12.97619 0.653 0.143 0.693
H -11.48670 21.78989 9.50643 0.564 -0.172 0.133
H -15.63968 22.38572 9.02236 0.115 -0.127 0.209
H -9.72724 28.26026 9.63279 0.778 -0.414 0.883
H -18.54316 9.16036 15.15390 0.311 -0.621 0.446
H -11.97307 20.80924 10.92264 -0.855 0.023 -0.527
H -14.47251 14.25574 14.73863 0.930 0.528 -0.991
H -18.88140 18.76230 12.63602 -0.790 0.757 0.150
H -17.46807 10.49577 13.70270 0.728 0.211 -0.195
H -15.27792 21.50043 10.61215 -0.274 0.380 -0.006
H -16.64770 20.90269 12.62048 0.400 -0.422 -0.206
H -17.19430 13.10709 12.42430 -0.295 -1.315 0.049
H -14.93194 14.28284 12.06723 0.843 1.154 0.714
H -12.65309 24.41352 12.97837 0.143 0.661 1.210
H -17.44141 22.84551 10.39008 -0.485 0.046 0.019
H -9.71554 23.54950 10.29211 -0.036 0.320 0.022
H -16.43833 19.24804 10.70638 0.228 0.084 0.438
H -10.34642 21.60595 12.46708 -0.433 -0.660 -0.238
H -9.46867 21.31581 10.91414 -0.060 0.005 0.233
H -9.67781 26.02628 11.40568 -0.050 0.608 0.338
H -19.15657 23.25440 8.29105 -0.055 0.064 0.300
H -15.67933 12.16783 12.16642 0.167 0.554 -0.285
H -18.21862 21.32906 12.26250 -0.494 -0.236 -0.632
H -14.04694 11.91990 14.18375 -0.297 0.685 0.071
```
Positions in Å, forces in eV/Å.

Results
E_tot   -67001.3301 eV
E_LUMO   -3.91 eV
Net charge   +2
Energy above the lowest of the compared OMol25 structures with the same formula, charge and spin   0.0 kcal per mole
Frontier orbital gap   0.3592 hartree



What did the first record say?
# CHF2NO2

2 unconnected molecules or ions with the total composition CHF2NO2 (ωB97M-V/def2-TZVPD, the Open Molecules 2025 dataset).

Geometry as XYZ:
```
7
Properties=species:S:1:pos:R:3:forces:R:3
F -1.36205 0.32234 1.18329 0.275 0.202 -2.378
F -0.82918 1.52508 -0.68396 -0.943 -3.350 1.085
O 1.29732 -1.24141 0.89712 0.963 0.760 -0.941
O 1.87336 0.17981 -0.73931 0.215 -1.084 1.206
N 1.17417 -0.37151 0.07235 -3.203 1.011 -0.467
C -0.98401 0.27181 -0.11795 3.343 1.471 1.971
H -1.16961 -0.68612 -0.61155 -0.650 0.990 -0.476
```
Positions in Å, forces in eV/Å.

Results
E_tot   -12067.7594 eV
E_LUMO (spin up / spin down)   -0.85 / -0.35 eV
Energy above the lowest of the compared OMol25 structures with the same formula, charge and spin   61.6 kcal per mole
Frontier orbital gap (spin up / spin down)   0.3099 / 0.3397 hartree